Entry from the Open Molecules 2025 dataset: a molecular structure, C22H17Br12F3O3 (ωB97M-V/def2-TZVPD).

Calculated values
* LUMO: -0.0518 Eh
* orbital gap: 0.24780 hartree
* charge: 0

Last column: natural (NBO) charge in e.
Positions of all 57 atoms, in Å:
C -1.28 -5.12 -0.82  -0.62
C 0.32 -5.17 -0.66  -0.46
C 1.01 -3.97 -1.49  0.04
C 1.45 -4.17 -3.00  -0.23
C 2.08 -3.04 -3.86  -0.19
C 2.33 -1.59 -3.25  -0.20
C 1.90 -1.38 -1.78  -0.08
C 1.26 -2.52 -0.88  -0.24
C 0.82 -2.15 0.63  0.56
O 1.00 -2.92 1.61  -0.52
C 0.12 -0.70 0.78  -0.10
C -1.09 -0.47 1.71  -0.17
C -1.73 0.95 1.75  -0.20
C -1.10 2.04 0.84  -0.05
C -1.79 3.50 0.84  -0.12
O -1.99 3.95 -0.53  -0.51
C -2.88 3.12 -1.24  1.17
F -2.21 2.15 -2.05  -0.33
F -3.88 2.50 -0.46  -0.32
F -3.58 3.95 -2.18  -0.33
C 0.14 1.84 -0.07  -0.18
C 0.77 0.43 -0.11  -0.08
C 2.04 0.05 -1.05  0.54
O 3.06 0.76 -1.17  -0.50
H -1.62 -4.70 -1.83  0.22
H -1.81 -4.49 -0.01  0.22
H -1.68 -6.20 -0.74  0.22
H 0.56 -5.15 0.45  0.26
H 0.69 -6.20 -1.04  0.23
H 1.27 -5.17 -3.52  0.24
H 2.36 -3.19 -4.97  0.24
H 2.76 -0.73 -3.87  0.26
H -1.46 -1.37 2.32  0.22
H -2.65 1.12 2.43  0.25
H -2.74 3.55 1.48  0.22
H -1.02 4.19 1.36  0.23
H 0.58 2.69 -0.70  0.26
C 4.78 -4.31 -0.10  -0.56
Br 3.00 -3.66 -0.63  0.31
Br 4.67 -5.97 0.91  0.03
Br 5.97 -4.46 -1.62  0.03
H 5.21 -3.56 0.57  0.22
C -3.77 -4.49 2.99  -0.49
Br -2.97 -2.77 2.58  0.09
Br -2.48 -5.93 2.88  0.10
Br -4.69 -4.46 4.70  0.09
H -4.53 -4.67 2.22  0.23
C -0.04 7.15 -1.71  -0.49
Br 0.77 8.86 -2.10  0.09
Br 1.25 5.70 -1.82  0.09
Br -0.95 7.16 0.00  0.08
H -0.79 6.97 -2.47  0.23
C 0.47 8.45 3.63  -0.49
Br -0.56 9.31 5.04  0.09
Br 2.37 8.84 3.79  0.10
Br 0.14 6.54 3.55  0.08
H 0.14 8.88 2.69  0.23